DFT (ωB97M-V/def2-TZVPD) results for the molecule C18H25F3N4O4.

**Maximum force**: 0.5 eV/A
**Total energy**: -41376.4470 eV
**Molar mass**: 418.416 g mol⁻¹
**Orbital gap**: 0.36771 hartree
**LUMO energy**: 0.0209 hartree

Geometry (Å):
C  1.2831  4.9566  -0.0150
C  0.1645  4.1638  0.6465
C  0.6842  2.8652  1.2686
C  -0.4025  2.0976  1.9315
N  -0.7047  2.2571  3.2786
C  -1.7041  1.4773  3.4894
O  -2.1326  0.7978  2.4127
C  -1.2823  1.2088  1.4073
C  -1.4887  0.7060  0.0470
O  -0.7516  1.0472  -0.8706
N  -2.5472  -0.1343  -0.1149
C  -2.9516  -0.6298  -1.4018
C  -2.2669  -1.9020  -1.8472
N  -0.8201  -1.7361  -1.7969
C  -0.1049  -2.4215  -0.8704
O  -0.4301  -3.5124  -0.4300
C  1.2189  -1.7966  -0.4293
N  1.2535  -1.9871  1.0134
C  1.6486  -1.0285  1.8604
O  2.1088  0.0535  1.5701
C  1.4727  -1.3815  3.3551
F  0.9950  -2.6275  3.5443
F  2.6376  -1.2909  3.9969
F  0.6115  -0.5308  3.9237
C  2.4121  -2.4683  -1.1288
C  3.7266  -1.8818  -0.6265
C  2.2991  -2.3237  -2.6436
C  -4.3876  -0.4248  -1.7838
C  -3.3114  0.3978  -2.4338
H  0.9085  5.8789  -0.4604
H  2.0544  5.2235  0.7100
H  1.7578  4.3706  -0.8043
H  -0.3186  4.7677  1.4195
H  -0.6028  3.9153  -0.0914
H  1.1413  2.2436  0.5003
H  1.4445  3.0838  2.0202
H  -2.2260  1.3004  4.4154
H  -3.0739  -0.4008  0.7015
H  -2.5185  -2.7397  -1.1960
H  -2.5999  -2.1545  -2.8566
H  -0.5179  -0.7788  -1.9414
H  1.2345  -0.7208  -0.6202
H  0.8422  -2.8431  1.3583
H  2.3684  -3.5318  -0.8713
H  3.7854  -0.8156  -0.8559
H  3.8402  -1.9964  0.4511
H  4.5689  -2.3811  -1.1071
H  2.2753  -1.2680  -2.9288
H  3.1630  -2.7776  -3.1297
H  1.4019  -2.8016  -3.0372
H  -4.8643  -1.2057  -2.3604
H  -5.0259  0.0645  -1.0613
H  -3.2195  1.4347  -2.1469
H  -3.0490  0.1816  -3.4602

Atoms 1-3, force components in eV/Å:
0.00 0.00 0.00
0.00 0.01 0.00
0.00 -0.01 0.01

natural (NBO) atomic charge list, values in e, 4 entries: -0.60, -0.38, -0.45, 0.21